82
Properties=species:S:1:pos:R:3:mulliken_charge:R:1 method="wB97M-V/def2-TZVPD" lumo_energy_ev=-8.2 homo_energy_ev=-14.54 gap_ev=6.36 de_lowest_kj_mol=53.7 charge=+2
W 0.40 0.07 0.33 0.23
C 3.36 1.69 2.24 -1.22
Se 2.18 0.19 2.56 0.54
C 1.15 0.94 4.03 -0.63
C 0.57 2.29 3.68 -1.07
Se -0.02 2.40 1.82 0.40
C -1.92 2.55 2.14 -0.63
H 3.88 1.90 3.17 0.48
H 2.82 2.56 1.88 0.40
H 4.07 1.37 1.48 0.37
H 1.81 1.00 4.90 0.65
H 0.37 0.21 4.24 0.27
H 1.31 3.09 3.80 0.42
H -0.28 2.53 4.31 0.64
H -2.29 1.69 2.69 0.32
H -2.39 2.64 1.17 -0.21
H -2.06 3.47 2.71 0.62
C 0.78 -2.50 3.53 -1.40
C -0.52 -1.92 3.08 0.47
C -1.68 -2.25 3.77 -1.16
C -2.91 -1.79 3.32 -1.06
C -2.99 -1.03 2.16 -0.58
C -1.81 -0.75 1.52 0.34
N -0.61 -1.12 2.00 0.84
N -1.58 -0.07 0.33 0.50
Si -2.99 0.05 -0.89 0.83
C -3.71 -1.68 -0.81 -1.30
C -2.48 0.44 -2.64 -0.96
C -4.21 1.32 -0.30 -1.33
H 0.62 -3.54 3.81 0.59
H 1.17 -2.00 4.41 0.32
H 1.53 -2.46 2.75 -0.05
H -1.61 -2.89 4.64 0.61
H -3.81 -2.04 3.87 0.53
H -3.94 -0.70 1.77 0.53
H -2.96 -2.45 -0.63 0.29
H -4.16 -1.90 -1.78 0.54
H -4.49 -1.78 -0.06 0.39
H -1.43 0.61 -2.82 0.00
H -3.04 1.31 -2.98 0.48
H -2.78 -0.40 -3.28 0.54
H -4.51 1.24 0.74 0.33
H -5.11 1.17 -0.90 0.49
H -3.88 2.34 -0.50 0.31
O 3.51 0.50 -1.83 -0.60
C 2.51 1.05 -1.47 -0.23
O 2.08 0.90 -0.18 0.20
C 1.68 1.99 -2.23 0.02
C 2.19 2.61 -3.37 -0.80
C 1.44 3.58 -3.99 -0.79
C 0.21 3.97 -3.51 -0.32
C -0.29 3.35 -2.38 0.18
C 0.40 2.31 -1.74 0.49
O -0.20 1.62 -0.77 0.68
N -1.57 3.82 -1.86 0.99
O -2.41 4.16 -2.66 -0.54
O -1.71 3.83 -0.65 -0.55
N 1.98 4.25 -5.19 1.04
O 1.30 5.12 -5.69 -0.59
O 3.06 3.86 -5.59 -0.59
H 3.17 2.35 -3.74 0.70
H -0.36 4.75 -4.00 0.68
B -0.74 -2.84 -2.98 0.28
C -0.17 -1.64 -2.20 -0.48
N 0.25 -0.76 -1.56 -0.49
H -1.49 -2.41 -3.81 -0.07
H -1.31 -3.46 -2.11 0.00
H 0.20 -3.45 -3.43 -0.05
C 3.74 -3.05 0.89 -1.14
P 2.32 -2.83 -0.17 1.24
C 2.96 -2.62 -1.82 -0.96
C 1.28 -4.27 -0.12 -0.93
O 1.51 -1.62 0.40 -1.34
H 4.36 -3.86 0.50 0.55
H 3.44 -3.31 1.91 0.36
H 4.33 -2.14 0.90 0.31
H 3.43 -3.57 -2.08 0.56
H 3.69 -1.82 -1.83 0.36
H 2.17 -2.42 -2.54 0.24
H 1.88 -5.16 -0.36 0.52
H 0.48 -4.18 -0.86 0.18
H 0.85 -4.40 0.88 0.24

106
Properties=species:S:1:pos:R:3:mulliken_charge:R:1 method="wB97M-V/def2-TZVPD" spin_multiplicity=6 lumo_energy_ev="2.1 / 2.1" homo_energy_ev="-7.11 / -8.69" gap_ev="9.20 / 10.78" s_squared=8.75 charge=-1
Mn 19.03 14.10 12.81 -0.58
P 21.98 12.52 11.75 1.74
F 20.70 12.87 12.78 -0.89
F 22.01 10.98 12.23 -0.45
F 20.84 12.03 10.66 -0.36
F 23.23 12.25 10.81 -0.37
F 21.95 14.08 11.23 -0.41
F 23.08 12.80 12.91 -0.42
P 16.26 16.38 13.77 1.69
F 14.92 17.29 14.23 -0.43
F 17.15 17.16 14.89 -0.42
F 15.95 15.37 15.00 -0.36
F 17.50 15.32 13.40 -0.32
F 15.38 15.58 12.69 -0.40
F 16.72 17.49 12.66 -0.34
F 17.74 12.66 12.11 -0.48
C 19.91 18.37 13.62 -0.47
O 20.56 17.61 14.62 -0.38
C 20.77 16.33 14.44 0.56
O 20.34 15.60 13.52 0.10
O 21.54 15.92 15.48 -0.48
C 22.25 14.63 15.35 -0.08
H 20.37 19.35 13.51 0.35
H 18.88 18.56 13.90 0.22
H 19.94 17.98 12.60 0.05
H 23.29 14.88 15.13 0.28
H 21.81 14.07 14.52 -0.30
H 21.93 14.12 16.26 0.30
C 20.55 14.21 7.46 -0.68
O 19.86 13.00 7.76 -0.11
C 18.66 12.64 7.12 0.65
O 18.15 13.40 6.27 -0.65
O 18.14 11.54 7.59 -0.11
C 16.79 11.20 7.24 -0.72
H 21.40 14.36 8.12 0.22
H 19.88 15.07 7.56 0.24
H 20.88 14.31 6.43 0.37
H 16.62 11.25 6.16 0.45
H 16.12 11.81 7.84 0.26
H 16.67 10.15 7.51 0.23
C 21.38 17.16 10.36 -0.31
O 20.04 16.93 9.75 -0.41
C 19.29 15.88 10.05 0.08
O 19.48 15.19 11.07 1.12
O 18.25 15.74 9.25 -0.38
C 17.21 14.79 9.55 0.19
H 21.38 17.12 11.45 -0.07
H 21.64 18.16 10.02 0.35
H 22.13 16.40 10.16 0.16
H 17.27 13.77 9.16 -0.17
H 16.27 15.23 9.23 0.35
H 17.05 14.63 10.62 -0.34
C 18.93 10.54 14.75 -0.35
O 18.63 11.36 15.81 -0.44
C 18.81 12.69 15.74 0.47
O 19.13 13.30 14.72 1.18
O 18.54 13.26 16.92 -0.41
C 18.55 14.67 17.15 -0.60
H 18.24 9.70 14.87 0.40
H 19.92 10.10 14.92 0.29
H 18.95 11.03 13.78 -0.18
H 18.00 15.03 18.02 0.33
H 18.09 15.32 16.39 0.07
H 19.57 15.04 17.19 0.35
C 8.73 12.73 13.03 -0.62
O 9.74 13.73 13.37 -0.38
C 10.83 13.53 14.05 0.85
O 11.18 12.43 14.44 -0.59
O 11.51 14.71 14.17 -0.41
C 12.88 14.58 14.57 0.01
H 7.76 13.19 12.82 0.23
H 8.62 12.03 13.86 0.30
H 9.09 12.11 12.20 0.27
H 13.10 13.64 15.07 -0.06
H 13.12 15.38 15.27 0.38
H 13.52 14.61 13.69 0.00
C 14.99 11.94 16.66 -0.31
C 13.86 11.13 17.19 0.72
O 13.36 11.91 18.26 -0.36
C 13.71 13.22 18.01 0.57
O 13.20 14.28 18.48 -0.59
O 14.61 13.24 17.00 -0.24
F 14.28 9.97 17.71 -0.32
H 15.25 12.01 15.61 0.10
H 15.91 11.60 17.13 0.23
H 13.07 10.93 16.46 0.22
C 14.11 11.92 12.00 0.99
C 14.23 10.36 12.29 0.36
O 14.47 9.98 10.94 -0.35
C 14.01 10.90 10.05 0.60
O 13.95 10.71 8.84 -0.63
O 13.57 12.00 10.67 -0.35
F 13.07 9.88 12.73 -0.34
H 15.04 12.48 12.13 -0.31
H 13.37 12.32 12.69 -0.45
H 15.01 10.05 12.98 0.40
C 18.30 9.42 11.61 0.49
C 18.00 9.33 10.10 0.94
O 17.20 8.22 10.01 -0.36
C 17.25 7.52 11.15 0.57
O 16.64 6.45 11.22 -0.64
O 17.89 8.16 12.10 -0.36
F 19.14 9.19 9.42 -0.34
H 17.68 10.24 11.98 -0.43
H 19.33 9.66 11.84 0.01
H 17.46 10.21 9.79 -0.02

77
Properties=species:S:1:pos:R:3:mulliken_charge:R:1 method="wB97M-V/def2-TZVPD" spin_multiplicity=6 lumo_energy_ev="-8.2 / -9.5" homo_energy_ev="-15.50 / -15.50" gap_ev="7.32 / 5.96" de_lowest_kj_mol=3.3 s_squared=8.76 charge=+3
Fe 0.18 -0.77 0.59 -0.35
C 2.25 -0.64 5.75 -1.03
N 1.11 -0.74 4.83 0.08
C -0.23 -0.97 5.39 -1.00
C 1.24 -0.65 3.51 0.28
N 0.24 -0.74 2.66 -0.20
N 2.53 -0.42 3.06 -0.01
C 3.02 -0.48 1.77 0.56
N 4.34 -0.28 1.67 -0.38
N 2.25 -0.71 0.74 0.19
H 1.89 -0.73 6.77 0.27
H 2.74 0.33 5.67 0.40
H 2.97 -1.45 5.58 0.40
H -0.15 -1.03 6.47 0.28
H -0.65 -1.90 5.03 0.41
H -0.90 -0.13 5.16 0.38
H -0.62 -0.98 3.14 0.03
H 3.23 -0.31 3.78 0.19
H 4.93 -0.13 2.47 0.19
H 4.80 -0.36 0.78 0.22
H 2.78 -0.70 -0.12 -0.12
C 1.97 -0.06 -3.33 -1.26
Sb 0.17 -0.50 -2.30 0.74
C -0.50 -2.25 -3.29 -1.31
C -1.21 0.98 -3.04 -1.31
C -0.55 2.30 -3.31 0.42
C 0.03 2.51 -4.56 -0.47
C 0.66 3.71 -4.87 -0.77
C 0.69 4.73 -3.93 -0.73
C 0.10 4.54 -2.70 -0.69
C -0.52 3.33 -2.37 0.48
C -1.14 3.19 -1.00 -1.26
Sb 0.18 2.12 0.31 0.48
C 0.04 3.14 2.17 -1.36
C 2.06 2.85 -0.36 -1.21
H 1.76 -0.02 -4.40 0.45
H 2.70 -0.84 -3.14 0.50
H 2.36 0.91 -3.02 0.28
H -0.39 -2.10 -4.36 0.56
H -1.55 -2.43 -3.06 0.41
H 0.09 -3.11 -2.97 0.36
H -2.04 1.04 -2.34 0.39
H -1.60 0.55 -3.97 0.83
H -0.02 1.73 -5.31 0.51
H 1.09 3.85 -5.85 0.45
H 1.15 5.67 -4.17 0.46
H 0.10 5.35 -1.98 0.45
H -2.10 2.69 -1.01 0.51
H -1.28 4.17 -0.54 0.88
H 0.10 4.21 1.97 0.49
H 0.87 2.85 2.80 0.40
H -0.90 2.94 2.68 0.42
H 2.11 3.92 -0.13 0.49
H 2.15 2.72 -1.43 0.23
H 2.88 2.34 0.16 0.44
N -2.67 1.03 1.38 -0.14
C -2.94 -0.06 0.63 0.11
N -4.13 -0.16 0.10 -0.69
C -4.38 -1.29 -0.59 0.34
N -5.53 -1.41 -1.21 -0.30
N -3.50 -2.33 -0.68 -0.57
C -2.34 -2.12 -0.14 -0.44
N -1.94 -0.98 0.48 0.66
C -1.33 -3.21 -0.20 0.74
C -1.68 -4.51 -0.56 -0.48
C -0.68 -5.47 -0.57 -0.63
C 0.62 -5.11 -0.24 -0.76
C 0.88 -3.80 0.10 -0.30
N -0.08 -2.86 0.12 0.55
H -3.47 1.61 1.60 0.31
H -1.97 0.95 2.10 0.01
H -6.22 -0.68 -1.14 0.27
H -5.76 -2.26 -1.69 0.26
H -2.70 -4.74 -0.81 0.57
H -0.92 -6.49 -0.84 0.50
H 1.42 -5.84 -0.24 0.49
H 1.87 -3.47 0.37 0.46

73
Properties=species:S:1:pos:R:3:mulliken_charge:R:1 method="wB97M-V/def2-TZVPD" smiles="N=[PH2]N1c2ccccc2Sc2ccccc21.COCCOCCOC.COCCOCCOC" lumo_energy_ev=0.6 homo_energy_ev=-8.31 gap_ev=8.93
N -4.51 -1.17 -2.70 -0.78
P -3.08 -1.74 -2.43 0.41
N -1.77 -1.00 -3.26 0.09
C -0.46 -1.38 -2.84 0.25
C -0.19 -2.45 -1.98 -0.22
C 1.11 -2.73 -1.60 -0.92
C 2.19 -1.96 -2.03 -0.74
C 1.93 -0.91 -2.89 -0.62
C 0.63 -0.62 -3.29 0.71
S 0.28 0.73 -4.37 -0.25
C -0.97 -0.06 -5.35 0.59
C -1.02 0.13 -6.72 -0.69
C -2.01 -0.51 -7.46 -0.43
C -2.92 -1.34 -6.82 -0.94
C -2.86 -1.52 -5.45 -0.12
C -1.89 -0.88 -4.68 0.07
H -4.50 -0.43 -3.39 0.30
H -2.96 -3.12 -2.70 0.08
H -2.72 -1.56 -1.09 -0.03
H -0.97 -3.09 -1.61 0.30
H 1.29 -3.57 -0.94 0.40
H 3.21 -2.15 -1.74 0.52
H 2.71 -0.27 -3.27 0.45
H -0.29 0.75 -7.20 0.41
H -2.03 -0.35 -8.52 0.38
H -3.68 -1.86 -7.37 0.40
H -3.60 -2.15 -4.99 0.38
C -3.79 2.42 1.20 -0.72
O -4.00 1.51 2.26 -0.32
C -4.55 0.27 1.87 -0.44
C -3.86 -0.91 2.52 -0.37
O -2.53 -1.15 2.09 -0.45
C -1.50 -0.24 2.47 0.04
C -1.13 -0.23 3.94 -0.59
O -2.14 0.35 4.74 -0.29
C -2.38 -0.32 5.96 -0.79
H -4.72 2.94 0.94 0.31
H -3.06 3.16 1.54 0.23
H -3.39 1.92 0.32 0.30
H -4.52 0.15 0.78 0.25
H -5.61 0.25 2.18 0.39
H -4.41 -1.80 2.22 0.44
H -3.93 -0.86 3.61 0.10
H -1.71 0.77 2.11 0.14
H -0.62 -0.59 1.93 0.12
H -0.22 0.37 4.05 0.35
H -0.91 -1.26 4.26 0.39
H -2.36 -1.41 5.83 0.35
H -3.38 -0.04 6.30 0.24
H -1.65 -0.04 6.72 0.32
C 5.48 0.74 4.25 -0.79
O 5.25 1.54 3.11 -0.30
C 6.14 1.30 2.03 -0.53
C 5.42 1.22 0.70 -0.31
O 4.59 0.08 0.52 -0.42
C 3.37 -0.02 1.24 -0.47
C 2.29 0.96 0.82 0.15
O 2.61 2.28 1.22 -0.35
C 2.32 3.27 0.25 -0.78
H 6.30 1.15 4.86 0.31
H 4.56 0.75 4.85 0.23
H 5.70 -0.29 3.98 0.37
H 6.70 0.38 2.20 0.34
H 6.85 2.13 1.98 0.39
H 6.20 1.11 -0.06 0.40
H 4.89 2.14 0.48 0.12
H 3.54 0.01 2.32 0.12
H 3.00 -1.02 1.01 0.46
H 1.35 0.68 1.32 -0.04
H 2.14 0.90 -0.26 0.22
H 2.58 2.93 -0.76 0.35
H 2.91 4.15 0.48 0.26
H 1.26 3.55 0.28 0.31

74
Properties=species:S:1:pos:R:3:mulliken_charge:R:1 method="wB97M-V/def2-TZVPD" smiles="CCCCCN(C(=O)CCC(=O)OCC(=O)N1CCCCC1)c1c(N)n(CCCC)c(=O)[nH]c1=O" lumo_energy_ev=0.5 homo_energy_ev=-8.67 gap_ev=9.15 de_lowest_kj_mol=15.0
C -2.81 -1.75 2.97 -1.47
C -1.80 -2.37 2.01 -0.08
C -0.39 -1.84 2.26 -0.09
C 0.70 -2.69 1.60 -0.89
C 0.66 -2.66 0.07 -1.01
N 1.09 -1.39 -0.48 0.83
C 0.20 -0.62 -1.14 0.33
O -0.99 -0.86 -1.15 -0.58
C 0.75 0.62 -1.84 0.82
C -0.33 1.71 -1.81 -0.68
C -0.98 1.69 -0.44 0.57
O -0.39 1.48 0.60 -0.71
O -2.28 1.90 -0.52 -0.36
C -3.02 1.78 0.69 -0.21
C -4.53 1.81 0.40 0.58
O -5.23 2.64 0.94 -0.69
N -5.00 0.89 -0.45 0.14
C -4.29 -0.22 -1.05 0.17
C -4.86 -1.54 -0.54 -0.17
C -6.35 -1.62 -0.84 -0.88
C -7.06 -0.41 -0.23 -0.62
C -6.42 0.87 -0.75 -0.99
C 2.49 -1.13 -0.43 -0.58
C 3.01 -0.23 0.48 -0.05
N 2.21 0.46 1.32 0.01
N 4.37 -0.05 0.55 0.17
C 5.00 0.88 1.49 -1.64
C 5.31 2.23 0.85 -0.40
C 4.08 3.02 0.41 0.34
C 4.47 4.34 -0.25 -1.54
C 5.26 -0.74 -0.26 0.33
O 6.46 -0.58 -0.19 -0.65
N 4.69 -1.61 -1.15 -0.05
C 3.33 -1.88 -1.31 0.39
O 2.97 -2.69 -2.15 -0.70
H -2.56 -2.01 4.00 0.46
H -3.81 -2.12 2.77 0.34
H -2.81 -0.67 2.89 0.19
H -1.81 -3.46 2.13 0.52
H -2.09 -2.15 0.98 -0.02
H -0.20 -1.83 3.34 0.54
H -0.33 -0.81 1.91 -0.11
H 0.58 -3.72 1.92 0.55
H 1.68 -2.34 1.94 0.32
H 1.32 -3.44 -0.33 0.48
H -0.35 -2.85 -0.29 0.56
H 1.66 0.97 -1.36 -0.68
H 0.99 0.35 -2.87 0.36
H 0.11 2.69 -1.99 0.39
H -1.10 1.52 -2.55 0.36
H -2.74 0.85 1.20 0.01
H -2.80 2.62 1.35 0.45
H -4.42 -0.16 -2.14 0.01
H -3.22 -0.17 -0.85 -0.24
H -4.70 -1.61 0.53 -0.02
H -4.32 -2.36 -1.02 0.33
H -6.51 -1.63 -1.92 0.36
H -6.77 -2.55 -0.43 0.37
H -6.97 -0.44 0.86 0.30
H -8.12 -0.42 -0.48 0.38
H -6.55 0.94 -1.84 0.34
H -6.87 1.75 -0.28 0.47
H 2.57 1.27 1.79 0.29
H 1.22 0.51 1.10 -0.20
H 4.39 0.97 2.38 0.50
H 5.95 0.42 1.78 0.52
H 5.96 2.06 -0.01 0.35
H 5.88 2.82 1.58 0.37
H 3.45 3.24 1.28 0.18
H 3.49 2.43 -0.30 -0.06
H 5.05 4.95 0.44 0.37
H 5.08 4.15 -1.13 0.36
H 3.59 4.89 -0.55 0.41
H 5.33 -2.12 -1.75 0.28

73
Properties=species:S:1:pos:R:3:mulliken_charge:R:1 method="wB97M-V/def2-TZVPD" spin_multiplicity=5 lumo_energy_ev="-10.6 / -12.4" homo_energy_ev="-18.80 / -19.65" gap_ev="8.24 / 7.23" de_lowest_kj_mol=0.0 s_squared=6.01 charge=+4
Rh 0.73 0.57 -0.84 -0.26
C 5.37 0.48 -1.04 -1.48
C 3.91 0.76 -0.86 0.05
N 2.96 -0.10 -1.01 0.80
N 3.23 -1.35 -1.53 -0.51
C 2.31 -1.92 -2.35 0.59
N 2.67 -2.86 -3.22 -0.39
S 0.71 -1.34 -2.38 -0.51
C 3.38 2.14 -0.55 0.79
C 4.22 3.18 -0.22 -0.68
C 3.74 4.45 -0.05 -0.45
C 2.38 4.69 -0.16 -1.12
C 1.57 3.55 -0.36 -0.16
N 2.07 2.34 -0.56 0.15
H 5.62 -0.56 -1.26 0.42
H 5.94 0.70 -0.10 0.36
H 5.71 1.08 -1.90 0.38
H 4.20 -1.68 -1.52 0.21
H 3.63 -3.22 -3.22 0.23
H 2.03 -3.19 -3.94 0.26
H 5.28 3.04 -0.13 0.41
H 4.41 5.31 0.13 0.45
H 1.92 5.68 -0.05 0.45
H 0.50 3.65 -0.41 0.52
C 1.71 -1.95 1.52 -1.65
P 0.63 -0.51 1.47 2.17
C 1.07 0.57 2.85 -1.56
C -1.02 -1.03 2.08 0.31
C -1.88 -0.04 2.54 -1.08
C -3.11 -0.33 3.12 -0.70
C -3.64 -1.60 3.15 -1.06
C -2.84 -2.61 2.60 -0.62
C -1.56 -2.32 2.11 0.94
P -0.71 -3.87 1.76 0.60
C -1.69 -4.97 0.68 -1.18
C -0.10 -4.75 3.21 -1.09
H 1.74 -2.40 2.54 0.34
H 2.70 -1.54 1.30 0.42
H 1.48 -2.67 0.76 0.43
H 0.84 0.10 3.82 0.46
H 0.51 1.53 2.84 0.43
H 2.14 0.75 2.87 0.46
H -1.54 1.01 2.56 0.25
H -3.66 0.47 3.61 0.50
H -4.66 -1.78 3.52 0.47
H -3.23 -3.62 2.61 0.46
H -2.24 -5.71 1.23 0.47
H -0.97 -5.50 0.06 0.43
H -2.34 -4.34 0.07 0.39
H -0.97 -5.12 3.74 0.44
H 0.48 -4.05 3.84 0.38
H 0.45 -5.61 2.82 0.44
C -2.69 2.35 -3.25 -0.76
C -1.29 2.25 -2.58 -0.73
N -1.43 1.41 -1.36 1.78
C -2.11 2.16 -0.30 -0.07
C -3.42 2.71 -0.88 -1.13
N -3.68 2.04 -2.18 0.05
C -3.71 0.59 -1.93 -0.90
C -2.21 0.23 -1.70 -1.05
H -2.87 1.63 -4.03 0.35
H -2.86 3.37 -3.60 0.37
H -0.88 3.20 -2.31 0.50
H -0.59 1.75 -3.30 0.26
H -1.54 2.97 0.08 0.57
H -2.26 1.42 0.52 -0.36
H -3.38 3.77 -1.05 0.32
H -4.30 2.50 -0.21 0.44
H -4.62 2.32 -2.48 0.34
H -4.15 0.08 -2.76 0.44
H -4.24 0.41 -0.95 0.31
H -1.76 -0.16 -2.59 0.72
H -2.12 -0.49 -0.90 0.20

In g mol⁻¹, the M values for the records above are, in order, 937.2, 1132.4, 781.0, 514.6, 493.6, 608.5.